# C47H51Cl2F3N6O3

A 6-piece molecular cluster, C47H51Cl2F3N6O3 overall at a distorted geometry (ωB97M-V/def2-TZVPD, the OMol25 dataset).

The value obtained for the total energy is -3595.12497 a.u. The value obtained for the gap between HOMO and LUMO is 7.47 eV. The total charge is 0.

Bonds (Å) are listed after each position.
Cartesian coordinates (Å):
1 C 2.16799 -2.63314 3.36398  C2 1.660, H32 1.170, H33 1.180, H34 1.186
2 C 3.57463 -3.47885 3.11381  C1 1.660, C3 1.671, H35 1.189, H36 1.170
3 C 4.67374 -2.46484 2.36712  C2 1.671, C4 1.640, H37 1.176, H38 1.175
4 C 4.91716 -2.90310 0.80522  C3 1.640, C5 1.641, H39 1.172, H40 1.171
5 C 6.06402 -2.02582 0.02550  C4 1.641, C6 1.673, H41 1.192, H42 1.193
6 C 5.32945 -0.84473 -0.90337  C5 1.673, C7 1.639, H43 1.194, H44 1.170
7 C 4.83870 0.32795 0.13162  C6 1.639, C8 1.639, H45 1.170, H46 1.194
8 C 3.23890 0.31829 0.48838  C7 1.639, C9 1.639, H47 1.171, H48 1.194
9 C 2.24736 0.76245 -0.73891  C8 1.639, C10 1.651, C20 1.659
10 C 2.35326 2.15628 -1.61653  C9 1.651, C11 1.639, C16 1.669
11 C 3.52526 3.26264 -1.31693  C10 1.639, Cl12 1.876, C13 1.493
12 Cl 5.02905 3.23051 -2.43824  C11 1.876
13 C 3.33971 4.23977 -0.20378  C11 1.493, C14 1.651, Cl15 1.861
14 C 4.47700 5.37222 0.18261  C13 1.651, H49 1.192, H50 1.190, H51 1.171
15 Cl 1.74623 4.13339 0.75226  C13 1.861
16 C 1.22460 2.47293 -2.80504  C10 1.669, O17 1.496, C18 1.669
17 O 1.25236 3.74246 -3.59675  C16 1.496, H52 1.017
18 C -0.03044 1.43149 -3.16146  C16 1.669, C19 1.639, H53 1.174
19 C -0.14240 0.04581 -2.29264  C18 1.639, C20 1.646, C30 1.639
20 C 0.98646 -0.24320 -1.12966  C9 1.659, C19 1.646, C21 1.639
21 C 0.52072 -1.68453 -0.50290  C20 1.639, O22 1.335, N23 1.516
22 O 1.17049 -2.62894 0.18176  C21 1.335
23 N -0.92962 -1.81836 -0.92166  C21 1.516, C24 1.513, C30 1.543
24 C -1.99428 -1.63221 0.13672  N23 1.513, C25 1.642, H54 1.179, H55 1.193
25 C -2.51179 -0.08733 0.33712  C24 1.642, C26 1.639, H56 1.191, H57 1.185
26 C -1.45846 0.90221 1.11085  C25 1.639, F27 1.482, F28 1.497, F29 1.511
27 F -0.42083 0.18371 1.88792  C26 1.482
28 F -0.91582 1.93947 0.17825  C26 1.497
29 F -2.26963 1.67350 2.12584  C26 1.511
30 C -1.22141 -1.18843 -2.29996  C19 1.639, N23 1.543, O31 1.344
31 O -2.15171 -1.56608 -3.19292  C30 1.344
32 H 2.07726 -1.84762 2.50147  C1 1.170
33 H 2.24537 -2.02293 4.37042  C1 1.180
34 H 1.22674 -3.34949 3.44788  C1 1.186
35 H 3.94460 -3.81137 4.19345  C2 1.189
36 H 3.35272 -4.44491 2.49164  C2 1.170
37 H 5.68387 -2.56201 2.96133  C3 1.176
38 H 4.24534 -1.38057 2.51209  C3 1.175
39 H 5.20695 -4.03882 0.78863  C4 1.172
40 H 3.92082 -2.78372 0.20138  C4 1.171
41 H 6.78927 -1.53704 0.83532  C5 1.192
42 H 6.77422 -2.71649 -0.63909  C5 1.193
43 H 6.22474 -0.37475 -1.53796  C6 1.194
44 H 4.49505 -1.27800 -1.60000  C6 1.170
45 H 5.25736 1.34662 -0.26358  C7 1.170
46 H 5.40835 0.12074 1.16008  C7 1.194
47 H 2.93440 0.93685 1.43544  C8 1.171
48 H 2.96362 -0.81526 0.74251  C8 1.194
49 H 5.52854 4.88283 -0.09351  C14 1.192
50 H 4.46148 5.45283 1.36972  C14 1.190
51 H 4.31592 6.41435 -0.32760  C14 1.171
52 H 1.87721 3.51397 -4.36595  O17 1.017
53 H -0.84910 1.65539 -3.97255  C18 1.174
54 H -1.70674 -2.08070 1.18883  C24 1.179
55 H -2.94868 -2.25462 -0.21805  C24 1.193
56 H -2.85406 0.41085 -0.68898  C25 1.191
57 H -3.48583 -0.13646 1.01001  C25 1.185
58 N -3.14464 6.53470 -1.97942  C59 1.351, C63 1.351
59 C -2.04931 5.75235 -2.09575  N58 1.351, C60 1.386, H64 1.086
60 C -1.69891 5.08507 -3.25855  C59 1.386, C61 1.391, H65 1.084
61 C -2.52263 5.22371 -4.37065  C60 1.391, C62 1.391, H66 1.086
62 C -3.65894 6.02117 -4.28141  C61 1.391, C63 1.386, H67 1.084
63 C -3.92413 6.65155 -3.07633  N58 1.351, C62 1.386, H68 1.086
64 H -1.44037 5.67322 -1.19988  C59 1.086
65 H -0.80574 4.47180 -3.29602  C60 1.084
66 H -2.28111 4.71484 -5.29928  C61 1.086
67 H -4.32145 6.14914 -5.12992  C62 1.084
68 H -4.79694 7.28750 -2.95766  C63 1.086
69 N -6.64378 5.90502 0.49896  C70 1.351, C74 1.351
70 C -7.39794 4.82495 0.79902  N69 1.351, C71 1.386, H75 1.086
71 C -7.05538 3.52668 0.45652  C70 1.386, C72 1.391, H76 1.084
72 C -5.86912 3.32092 -0.23985  C71 1.391, C73 1.391, H77 1.086
73 C -5.07191 4.41355 -0.56502  C72 1.391, C74 1.386, H78 1.084
74 C -5.49688 5.67369 -0.17600  N69 1.351, C73 1.386, H79 1.086
75 H -8.31544 5.03751 1.34000  C70 1.086
76 H -7.69811 2.69623 0.72578  C71 1.084
77 H -5.56811 2.31752 -0.52663  C72 1.086
78 H -4.14196 4.28666 -1.10757  C73 1.084
79 H -4.90772 6.55778 -0.40312  C74 1.086
80 N 3.03772 -6.86791 3.80830  C81 1.351, C85 1.351
81 C 2.28356 -7.94798 4.10837  N80 1.351, C82 1.386, H86 1.086
82 C 2.62612 -9.24625 3.76587  C81 1.386, C83 1.391, H87 1.084
83 C 3.81238 -9.45201 3.06949  C82 1.391, C84 1.391, H88 1.086
84 C 4.60959 -8.35938 2.74433  C83 1.391, C85 1.386, H89 1.084
85 C 4.18462 -7.09924 3.13334  N80 1.351, C84 1.386, H90 1.086
86 H 1.36606 -7.73542 4.64935  C81 1.086
87 H 1.98339 -10.07670 4.03513  C82 1.084
88 H 4.11338 -10.45541 2.78271  C83 1.086
89 H 5.53954 -8.48627 2.20177  C84 1.084
90 H 4.77378 -6.21515 2.90623  C85 1.086
91 N -4.01972 0.65863 -7.90091  C92 1.351, C96 1.351
92 C -4.39175 1.33456 -6.79182  N91 1.351, C93 1.386, H97 1.086
93 C -4.40272 0.78303 -5.52067  C92 1.386, C94 1.391, H98 1.084
94 C -4.01245 -0.54405 -5.37563  C93 1.391, C95 1.391, H99 1.086
95 C -3.62570 -1.26697 -6.49943  C94 1.391, C96 1.386, H100 1.084
96 C -3.64427 -0.62735 -7.72843  N91 1.351, C95 1.386, H101 1.086
97 H -4.69080 2.36552 -6.95720  C92 1.086
98 H -4.70858 1.37370 -4.66462  C93 1.084
99 H -4.00940 -1.01112 -4.39507  C94 1.086
100 H -3.31670 -2.30305 -6.41992  C95 1.084
101 H -3.34777 -1.14795 -8.63473  C96 1.086
102 N -1.05797 -2.90071 5.12081  C103 1.351, C107 1.351
103 C -0.94636 -1.67434 4.56502  N102 1.351, C104 1.386, H108 1.086
104 C -1.65939 -0.56622 4.99374  C103 1.386, C105 1.391, H109 1.084
105 C -2.54478 -0.72342 6.05480  C104 1.391, C106 1.391, H110 1.086
106 C -2.68316 -1.97465 6.64675  C105 1.391, C107 1.386, H111 1.084
107 C -1.92402 -3.02206 6.15021  N102 1.351, C106 1.386, H112 1.086
108 H -0.24539 -1.60336 3.73842  C103 1.086
109 H -1.52792 0.39590 4.51175  C104 1.084
110 H -3.12205 0.12200 6.41768  C105 1.086
111 H -3.36508 -2.13007 7.47505  C106 1.084
112 H -1.99375 -4.01703 6.58090  C107 1.086

Atomic partial charges in e from the Mulliken method, atoms 1 to 2: atom 1 (C): -0.7166, atom 2 (C): -0.1286